[1]
ORCA calculation (ωB97M-V with the def2-TZVPD basis set) on a molecular structure, C20H10Cl60NO4 at a distorted geometry.

Output
* frontier orbital gap: 0.1976 hartree
* largest force on an atom: 7.91 eV/Å

```
! RIJCOSX wB97M-V def2-TZVPD def2/J DEFGRID3
* xyz -1 1
C 2.512 -5.284 3.622
C 1.773 -5.898 2.287
O 1.866 -4.854 1.235
C 2.582 -7.218 1.656
O 3.654 -6.671 0.821
C 4.996 -6.957 1.334
N 5.763 -7.625 0.174
C 5.850 -5.554 1.648
O 5.297 -4.348 1.357
O 7.209 -5.735 2.191
H 2.230 -4.132 3.749
H 2.086 -5.863 4.547
H 3.672 -5.358 3.484
H 0.632 -6.117 2.440
H 1.024 -4.312 1.230
H 2.912 -7.976 2.481
H 1.784 -7.740 0.937
H 5.044 -7.579 2.321
H 5.716 -6.897 -0.598
H 5.124 -8.393 -0.190
C 3.441 -0.894 0.805
Cl 4.741 -0.925 2.023
Cl 3.693 0.482 -0.298
Cl 3.463 -2.413 -0.126
Cl 1.866 -0.721 1.621
C 2.509 -0.278 -4.081
Cl 2.541 1.432 -3.580
Cl 3.942 -0.630 -5.080
Cl 2.522 -1.320 -2.636
Cl 1.033 -0.592 -5.027
C 3.448 5.399 -2.232
Cl 4.689 6.582 -1.749
Cl 1.848 5.959 -1.683
Cl 3.443 5.235 -4.006
Cl 3.811 3.820 -1.491
C -1.807 5.270 -3.011
Cl -1.679 6.637 -4.146
Cl -0.411 4.185 -3.229
Cl -1.825 5.886 -1.339
Cl -3.312 4.372 -3.329
C -1.012 -4.198 -5.594
Cl -2.193 -5.303 -4.847
Cl 0.495 -4.209 -4.644
Cl -0.669 -4.732 -7.259
Cl -1.682 -2.547 -5.626
C -4.263 4.251 -7.713
Cl -4.784 5.158 -9.155
Cl -3.160 2.940 -8.202
Cl -3.418 5.351 -6.593
Cl -5.688 3.557 -6.901
C 10.078 -7.867 3.603
Cl 8.702 -8.317 2.564
Cl 9.783 -8.444 5.262
Cl 11.568 -8.611 2.971
Cl 10.258 -6.094 3.613
C -2.655 3.131 1.579
Cl -2.439 1.397 1.929
Cl -3.019 3.347 -0.152
Cl -4.003 3.770 2.553
Cl -1.160 4.010 1.985
C -6.719 2.035 4.771
Cl -8.094 1.584 3.732
Cl -7.014 1.458 6.431
Cl -5.229 1.290 4.140
Cl -6.539 3.808 4.782
C -5.569 -7.302 -5.526
Cl -4.269 -7.333 -4.308
Cl -5.317 -5.926 -6.630
Cl -5.547 -8.821 -6.457
Cl -7.143 -7.129 -4.711
C -5.201 8.672 -3.519
Cl -4.748 7.383 -4.663
Cl -6.904 9.125 -3.778
Cl -4.989 8.086 -1.849
Cl -4.161 10.094 -3.784
C -10.028 6.163 5.376
Cl -9.478 4.544 5.877
Cl -9.605 6.431 3.666
Cl -11.794 6.279 5.577
Cl -9.233 7.398 6.385
C 2.902 1.734 5.155
Cl 2.166 2.118 6.732
Cl 1.673 1.884 3.874
Cl 4.238 2.868 4.832
Cl 3.531 0.068 5.183
C -6.276 5.201 9.041
Cl -6.413 6.977 9.085
Cl -7.605 4.480 9.983
Cl -6.372 4.640 7.352
Cl -4.715 4.708 9.742
C 6.806 3.583 -5.998
Cl 6.285 4.490 -7.441
Cl 7.909 2.272 -6.487
Cl 7.651 4.682 -4.879
Cl 5.381 2.889 -5.186
*
```

---

[2]
ORCA calculation (ωB97M-V with the def2-TZVPD basis set) on 2 unconnected molecules or ions with the total composition CH4FNP2 at a distorted geometry.

Output
* frontier orbital gap (alpha / beta): 0.2836 / 0.2837 hartree
* largest force on an atom: 4.56 eV/Å
* energy relative to the best compared isomer or geometry (same formula, charge and spin): 89.0 kcal per mole

```
! RIJCOSX wB97M-V def2-TZVPD def2/J DEFGRID3
* xyz 0 1
C 1.627 -0.277 -0.073
N 1.688 -1.448 0.264
F 2.521 0.487 -0.565
P -1.942 -0.133 -0.369
P -0.484 1.469 0.102
H 1.004 -2.012 0.680
H -1.612 -0.625 0.982
H -2.984 0.598 0.091
H 0.181 1.942 -1.112
*
```

---

[3]
ORCA calculation (ωB97M-V with the def2-TZVPD basis set) on 2 unconnected molecules or ions with the total composition C11H18 at a distorted geometry.

Output
* frontier orbital gap (alpha / beta): 0.3628 / 0.2242 hartree
* largest force on an atom: 1.24 eV/Å
* energy relative to the best compared isomer or geometry (same formula, charge and spin): 1.9 kcal per mole

```
! RIJCOSX wB97M-V def2-TZVPD def2/J DEFGRID3
* xyz 1 2
C 3.041 -2.043 -0.517
C 0.875 1.554 0.183
C 1.050 1.056 -1.143
C 1.450 0.881 1.280
C 1.772 -0.073 -1.380
C 2.126 -0.281 1.047
C 2.334 -0.783 -0.285
H 0.193 2.376 0.374
H 0.791 1.682 -1.997
H 1.301 1.221 2.292
H 1.866 -0.442 -2.398
H 2.696 -0.729 1.850
H 2.925 -2.696 0.350
H 4.104 -1.790 -0.641
H 2.705 -2.550 -1.417
C -2.443 0.324 0.214
C -3.165 0.196 1.555
C -1.804 -1.010 -0.183
C -3.471 0.703 -0.851
H -1.665 1.087 0.335
H -2.464 -0.085 2.349
H -4.014 -0.487 1.551
H -2.518 -1.815 -0.020
H -1.521 -1.035 -1.242
H -0.896 -1.243 0.390
H -4.048 1.595 -0.599
H -3.066 0.853 -1.858
H -4.208 -0.104 -0.914
H -3.530 1.174 1.869
*
```

---

[4]
ORCA calculation (ωB97M-V with the def2-TZVPD basis set) on 4 unconnected molecules or ions with the total composition C18H33F6N6P at a distorted geometry.

Output
* frontier orbital gap: 0.3976 hartree
* largest force on an atom: 1.30 eV/Å
* energy relative to the best compared isomer or geometry (same formula, charge and spin): 0.0 kcal per mole

```
! RIJCOSX wB97M-V def2-TZVPD def2/J DEFGRID3
* xyz 2 1
C -21.073 31.363 -16.346
C -19.602 31.655 -16.110
N -19.187 32.797 -16.931
C -19.426 34.128 -16.667
C -18.948 34.826 -17.721
N -18.366 33.915 -18.574
C -18.515 32.700 -18.069
C -17.841 34.204 -19.916
H -21.472 30.591 -15.685
H -21.375 31.160 -17.371
H -21.650 32.238 -16.023
H -18.968 30.807 -16.353
H -19.475 31.975 -15.078
H -19.975 34.399 -15.783
H -18.997 35.867 -17.983
H -18.186 31.788 -18.546
H -16.761 34.099 -19.936
H -18.071 35.239 -20.156
H -18.359 33.570 -20.630
C -14.651 25.888 -20.650
C -15.017 25.920 -19.173
N -16.445 25.684 -18.957
C -17.032 24.463 -18.747
C -18.348 24.678 -18.510
N -18.536 26.040 -18.590
C -17.378 26.623 -18.854
C -19.770 26.818 -18.467
H -13.646 26.272 -20.799
H -15.304 26.555 -21.222
H -14.805 24.896 -21.074
H -14.757 26.899 -18.771
H -14.444 25.206 -18.586
H -16.495 23.541 -18.884
H -19.197 24.022 -18.443
H -17.196 27.680 -18.960
H -20.362 26.430 -17.635
H -20.336 26.654 -19.379
H -19.533 27.845 -18.225
C -21.879 25.971 -21.958
C -22.765 27.211 -21.913
N -24.116 26.915 -21.426
C -24.564 26.937 -20.125
C -25.883 26.648 -20.154
N -26.250 26.575 -21.476
C -25.166 26.767 -22.218
C -27.588 26.180 -21.946
H -22.005 25.336 -21.073
H -20.830 26.249 -22.031
H -22.102 25.271 -22.767
H -22.800 27.645 -22.909
H -22.287 27.926 -21.245
H -23.902 27.147 -19.305
H -26.599 26.552 -19.358
H -25.177 26.728 -23.295
H -27.579 26.220 -23.035
H -28.282 26.907 -21.540
H -27.778 25.136 -21.720
P -18.678 29.678 -21.107
F -17.694 28.401 -21.296
F -19.017 29.764 -22.663
F -19.922 28.600 -20.995
F -19.690 30.891 -20.780
F -18.438 29.585 -19.465
F -17.436 30.651 -21.262
*
```

---

- Which of these has the highest largest force on an atom?
  C20H10Cl60NO4